(1)
Formula: C4H6N2S
Source: the Open Molecules 2025 dataset
Level of theory: wB97M-V/def2-TZVPD

Structure (ORCA input):
```
! RIJCOSX wB97M-V def2-TZVPD def2/J DEFGRID3
* xyz 0 1
C 0.5256 1.7664 -0.0395
C 1.0845 0.5515 -0.0358
C -1.1717 0.1729 0.0372
C 0.2582 -1.8872 0.0040
N -0.8870 1.5612 0.1052
N 0.1440 -0.4144 0.1029
S -2.6057 -0.5202 -0.0981
H 1.0838 2.7035 0.2092
H 2.1750 0.4395 -0.0725
H 0.1724 -2.3074 0.9004
H -0.4297 -2.3294 -0.7323
H 1.2482 -2.0163 -0.3604
H -1.5976 2.2801 -0.0203
*
```

The frontier orbital gap is 8.54 eV. The LUMO energy is 0.91 eV. As for the largest force on an atom: 4.72 eV/Å. Its SMILES is Cn1cc[nH]c1=S. The energy above the lowest of the compared OMol25 structures with the same formula, charge and spin comes out at 18.9 kcal/mol.

These are the Mulliken partial charges, in e, on atoms 1 to 8:
1. C -0.440
2. C -0.060
3. C -0.031
4. C -0.960
5. N -0.086
6. N 0.094
7. S -0.417
8. H 0.299

***

(2)
Formula: C36H24HgN4O6PS
Source: the Open Molecules 2025 dataset
Level of theory: wB97M-V/def2-TZVPD

Structure (ORCA input):
```
! RIJCOSX wB97M-V def2-TZVPD def2/J DEFGRID3
* xyz -2 2
Hg -1.9937 -0.3168 0.8667
N -1.4027 3.9997 0.3804
C -0.8815 4.0234 1.6645
C -0.3853 5.0435 2.4496
C 0.0842 4.7040 3.7214
C 0.0460 3.3840 4.1671
C -0.4631 2.3577 3.3756
C -0.9403 2.6885 2.1125
N -1.4670 1.8934 1.1290
C -1.7376 2.6935 0.0720
C -2.2373 2.2784 -1.1637
C -2.5506 3.0315 -2.3183
S -3.1012 1.9577 -3.5694
C -2.8674 0.6120 -2.4985
N -2.4269 0.9147 -1.3323
H -1.4719 4.7736 -0.2519
H -0.3535 6.0669 2.0941
H 0.4834 5.4773 4.3661
H 0.4251 3.1476 5.1538
H -0.4835 1.3294 3.7163
H -2.5551 4.0982 -2.4587
H -3.0802 -0.4024 -2.8079
O -4.6739 -6.7274 -1.1062
C -3.5090 -6.3770 -1.3699
O -2.6054 -6.9879 -1.9795
C -3.0950 -4.9905 -0.8192
C -1.7736 -4.5648 -0.9026
C -1.4370 -3.3098 -0.4369
N -2.3408 -2.4782 0.0845
C -3.6131 -2.8734 0.1988
C -4.0174 -4.1255 -0.2425
C -4.6235 -1.9065 0.8439
O -5.7874 -2.2856 0.9082
O -4.1730 -0.7861 1.2620
H -1.0390 -5.2233 -1.3447
H -0.4190 -2.9381 -0.4874
H -5.0491 -4.4241 -0.1379
O 0.7436 -1.4545 4.2118
C 0.7724 -1.1732 3.0160
O -0.1797 -0.8911 2.2376
C 2.1559 -1.0918 2.3321
C 3.2595 -1.4540 3.1033
C 4.5491 -1.3532 2.6135
C 4.7579 -0.8610 1.3308
C 3.6695 -0.5035 0.5559
C 2.3570 -0.6282 1.0253
P 0.9873 -0.1718 -0.1342
C 1.5146 1.5455 -0.5827
C 1.0323 2.1543 -1.7444
C 1.2796 3.4921 -2.0101
C 1.9819 4.2695 -1.0985
C 2.4324 3.6914 0.0782
C 2.2039 2.3446 0.3308
C 1.4263 -1.1885 -1.6184
C 2.3175 -2.2616 -1.6004
C 2.4356 -3.1145 -2.6913
C 1.6642 -2.9183 -3.8255
C 0.7506 -1.8734 -3.8489
C 0.6209 -1.0360 -2.7528
H 3.0601 -1.8021 4.1082
H 5.3922 -1.6450 3.2293
H 5.7620 -0.7564 0.9367
H 3.8340 -0.1178 -0.4442
H 0.4442 1.5930 -2.4567
H 0.8887 3.9291 -2.9214
H 2.1620 5.3196 -1.2971
H 2.9557 4.2890 0.8147
H 2.5493 1.9215 1.2653
H 2.9158 -2.4550 -0.7205
H 3.1233 -3.9500 -2.6403
H 1.7496 -3.5904 -4.6700
H 0.1059 -1.7311 -4.7075
H -0.1583 -0.2846 -2.7636
*
```

The frontier orbital gap (spin up / spin down) is 4.36 / 7.03 eV. The LUMO energy (spin up / spin down) is 3.78 / 3.76 eV. As for the largest force on an atom: 0.43 eV/Å. As for the expectation value of S²: 0.77. The energy above the lowest of the compared OMol25 structures with the same formula, charge and spin comes out at 11.3 kcal/mol.

These are the Mulliken partial charges, in e, on atoms 1 to 8:
1. Hg 2.394
2. N 0.113
3. C 0.619
4. C -1.202
5. C -0.437
6. C -0.788
7. C -0.698
8. C 0.132

***

(3)
Formula: C4H7NO
Source: the Open Molecules 2025 dataset
Level of theory: wB97M-V/def2-TZVPD

Structure (ORCA input):
```
! RIJCOSX wB97M-V def2-TZVPD def2/J DEFGRID3
* xyz 0 1
C -1.3709 0.2227 -1.0080
C -0.2187 -0.3178 -0.1977
C 1.1154 0.4217 -0.2009
N 1.7168 -0.0196 1.0716
C 0.7299 -0.4236 1.7583
O -0.5144 -0.3775 1.2182
H -2.2140 -0.4739 -0.9865
H -1.7096 1.1962 -0.6410
H -1.0514 0.3354 -2.0499
H -0.0068 -1.3625 -0.4630
H 1.7407 0.1411 -1.0520
H 1.0024 1.5157 -0.2000
H 0.7808 -0.8579 2.7510
*
```

The frontier orbital gap is 10.77 eV. The LUMO energy is 1.05 eV. As for the largest force on an atom: 0.41 eV/Å. Its SMILES is C[C@H]1CN=CO1. The energy above the lowest of the compared OMol25 structures with the same formula, charge and spin comes out at 25.2 kcal/mol.

These are the Mulliken partial charges, in e, on atoms 1 to 8:
1. C -1.306
2. C 0.442
3. C -0.535
4. N -0.478
5. C 0.021
6. O -0.389
7. H 0.328
8. H 0.334

***

Question: energy above the lowest of the compared OMol25 structures with the same formula, charge and spin of number 1 (C4H6N2S)?
Answer: 18.9 kcal/mol